The following is a quantum chemistry calculation of C5H11N2O as an isolated structure in a non-equilibrium geometry, from the OMol25 dataset.

Values from the calculation:
Total charge = +1
HOMO energy = -13.647 eV
Frontier orbital gap = 0.2156 Eh
Strongest force on any atom = 5.5 eV Å⁻¹
ΔE to the lowest compared entry with this formula, charge and spin = 305.3 kcal per mole

```
19
Properties=species:S:1:pos:R:3:forces:R:3
O 1.869538 -0.143598 -2.319907 0.95 2.28 0.57
C 2.685741 0.460902 -1.473927 0.75 -5.15 -1.62
C 1.973381 1.587148 -0.606193 -2.04 3.27 3.33
C 1.117570 1.049548 0.500102 1.55 -1.08 -3.81
C 0.355865 -0.093608 0.500391 -2.28 -0.85 1.23
C -0.092416 -0.495606 1.831354 4.49 -0.80 0.28
N -0.352297 -1.882570 2.065984 -1.42 3.83 -1.67
N -0.074480 -0.914951 -0.555318 1.60 1.78 1.26
H 3.581317 1.023088 -1.811486 -0.78 0.37 -0.57
H 1.484768 2.196985 -1.401565 -0.31 -0.19 0.91
H 2.810252 2.226649 -0.182827 -0.67 -1.05 -0.54
H -8.760972 -0.164986 -0.564619 0.92 3.65 -1.35
H -8.547026 0.685220 -0.878980 -0.92 -3.65 1.35
H 0.408519 0.151559 2.582284 -1.32 -0.13 0.38
H -0.729538 -1.942725 2.996837 0.43 -0.50 1.24
H -1.209488 -0.884986 1.756659 -1.61 -1.49 -0.01
H 0.591127 -0.613284 -1.269630 -0.33 -0.95 -1.85
H 3.025539 -0.327120 -0.807835 0.53 0.27 0.95
H -0.137408 -1.917668 -0.361315 0.46 0.38 -0.08
```
Forces are in eV/Å.